{
  "formula": "C32H45F4Sn",
  "method": "ωB97M-V/def2-TZVPD",
  "elements": ["C", "C", "C", "C", "Sn", "C", "C", "C", "C", "C", "C", "C", "C", "C", "C", "C", "C", "C", "H", "H", "H", "H", "H", "H", "H", "H", "H", "H", "H", "H", "H", "H", "H", "H", "H", "H", "H", "H", "H", "H", "H", "H", "H", "H", "H", "H", "H", "H", "H", "H", "H", "H", "H", "H", "F", "C", "C", "C", "F", "C", "C", "C", "C", "C", "C", "C", "C", "F", "C", "C", "F", "C", "C", "H", "H", "H", "H", "H", "H", "H", "H", "H"],
  "coordinates": [[-6.822, 2.840, 2.202], [-5.308, 2.931, 2.431], [-4.486, 2.376, 1.264], [-2.953, 2.563, 1.402], [-1.758, 0.740, 1.643], [-2.704, -0.156, 3.400], [-2.728, 0.711, 4.667], [-3.366, -0.001, 5.871], [-3.283, 0.808, 7.167], [-2.452, -0.476, -0.074], [-2.039, 0.156, -1.425], [-3.227, 0.571, -2.282], [-2.798, 1.221, -3.598], [0.677, 0.750, 1.690], [1.590, 0.839, 0.656], [1.690, -0.040, -0.637], [1.633, 1.075, -1.799], [0.593, -1.135, -0.335], [-7.356, 3.355, 3.007], [-7.115, 3.305, 1.253], [-7.164, 1.799, 2.192], [-5.035, 3.984, 2.585], [-5.047, 2.398, 3.357], [-4.752, 1.315, 1.115], [-4.815, 2.881, 0.340], [-2.537, 3.018, 0.493], [-2.687, 3.180, 2.269], [-3.724, -0.427, 3.094], [-2.141, -1.084, 3.565], [-1.705, 1.010, 4.939], [-3.275, 1.651, 4.481], [-4.418, -0.216, 5.643], [-2.867, -0.968, 6.014], [-3.729, 0.243, 7.990], [-2.244, 1.024, 7.434], [-3.821, 1.758, 7.083], [-2.049, -1.492, 0.037], [-3.536, -0.541, 0.056], [-1.380, 1.026, -1.272], [-1.416, -0.557, -1.994], [-3.832, -0.321, -2.494], [-3.865, 1.262, -1.715], [-3.667, 1.365, -4.249], [-2.347, 2.206, -3.428], [-2.073, 0.600, -4.138], [0.560, 1.637, 2.310], [0.797, -0.157, 2.322], [2.105, 1.854, 0.612], [2.302, 0.957, -2.662], [0.613, 1.216, -2.191], [1.982, 2.042, -1.473], [0.256, -1.669, -1.247], [0.941, -1.858, 0.390], [-0.342, -0.780, 0.106], [8.826, -1.829, -3.431], [7.870, -0.904, -3.756], [8.184, 0.092, -4.686], [7.158, 1.000, -5.020], [7.446, 2.001, -5.904], [5.889, 0.921, -4.463], [5.640, -0.106, -3.537], [4.305, -0.301, -2.986], [4.018, -0.697, -1.748], [2.590, -1.048, -1.339], [2.637, -2.651, -1.151], [1.711, -3.465, -1.814], [1.513, -4.766, -1.382], [0.422, -5.497, -1.810], [2.317, -5.387, -0.424], [3.407, -4.614, -0.002], [4.347, -5.211, 0.815], [3.599, -3.254, -0.331], [6.637, -1.006, -3.144], [9.168, 0.176, -5.101], [5.094, 1.611, -4.779], [3.505, 0.030, -3.722], [4.807, -0.830, -1.021], [2.022, -1.047, -2.268], [1.012, -3.072, -2.548], [2.232, -6.430, -0.161], [4.394, -2.684, 0.106], [6.376, -1.819, -2.460]],
  "lowdin_charge": [-0.1281, -0.2869, -0.3201, -0.3335, 1.2506, -0.3451, -0.3270, -0.2905, -0.1330, -0.3321, -0.3235, -0.2829, -0.1253, -0.3774, -0.2569, -0.3703, -0.0411, -0.0888, 0.0594, 0.0660, 0.0679, 0.1048, 0.0909, 0.0851, 0.0954, 0.0253, 0.0274, 0.0380, 0.0360, 0.1021, 0.0835, 0.1026, 0.1022, 0.0586, 0.0668, 0.0661, 0.0369, 0.0264, 0.0859, 0.0953, 0.1067, 0.0992, 0.0586, 0.0694, 0.0679, 0.0091, 0.0477, 0.0650, 0.0301, 0.0683, 0.0567, 0.0742, 0.1011, -0.0189, 0.0361, -0.2498, 0.0564, -0.2491, 0.0362, 0.0320, -0.2167, -0.0732, -0.0311, -0.2369, -0.1456, 0.0043, -0.2371, 0.0259, 0.0531, -0.2261, 0.0178, 0.0401, 0.0325, 0.1150, 0.1319, 0.1312, 0.1113, 0.1076, 0.1272, 0.1207, 0.1100, 0.1308],
  "total_charge": -1,
  "lumo_energy_ha": 0.0921,
  "homo_ev": -1.6735,
  "e_tot_ha": -1859.8680,
  "fmax_ha_per_bohr": 0.0831,
  "mol_weight_g_mol": 624.415
}